This record from OMol25 describes a molecular structure, C26H36BrGeN6Ni. The level of theory is wB97M-V/def2-TZVPD.

ORCA input file:
```
! RIJCOSX wB97M-V def2-TZVPD def2/J DEFGRID3
* xyz 1 3
Ni 1.643 -0.221 -0.232
C 5.862 0.760 -0.353
C 4.492 0.901 -0.392
N 3.626 -0.111 -0.295
C 4.138 -1.378 -0.136
C 5.542 -1.607 -0.093
C 6.394 -0.529 -0.204
C 5.990 -2.968 0.066
C 5.118 -3.985 0.168
C 3.689 -3.776 0.125
C 2.778 -4.805 0.213
C 1.405 -4.497 0.149
C 1.028 -3.186 0.013
N 1.871 -2.139 -0.062
C 3.224 -2.439 -0.020
H 6.500 1.625 -0.441
H 4.055 1.888 -0.510
H 7.464 -0.683 -0.173
H 7.056 -3.153 0.101
H 5.474 -5.001 0.284
H 3.113 -5.827 0.322
H 0.654 -5.270 0.204
H -0.029 -2.945 -0.040
C -3.347 3.730 1.085
N -3.042 2.311 1.219
C -2.930 1.820 2.586
C -2.556 1.592 0.188
N -1.636 0.663 0.434
N -2.995 1.836 -1.054
C -2.164 1.619 -2.227
C -4.343 2.315 -1.320
H -2.751 4.288 1.809
H -4.403 3.925 1.274
H -3.090 4.074 0.087
H -3.732 2.263 3.174
H -1.975 2.091 3.044
H -3.046 0.737 2.603
H -1.096 0.791 1.279
H -1.117 1.598 -1.938
H -2.324 2.451 -2.914
H -2.426 0.691 -2.741
H -4.960 2.206 -0.432
H -4.774 1.707 -2.117
H -4.339 3.358 -1.642
Br 1.249 1.152 2.342
C 1.432 2.355 0.905
C 1.670 3.702 1.116
C 1.828 4.502 -0.005
C 1.744 3.940 -1.275
C 1.505 2.584 -1.383
N 1.346 1.799 -0.306
H 1.742 4.094 2.119
H 2.030 5.558 0.113
H 1.878 4.533 -2.168
H 1.463 2.088 -2.342
C -2.724 -3.250 -1.473
Ge -2.837 -1.969 -0.010
C -2.523 -2.777 1.738
C -4.564 -1.042 -0.015
C -1.391 -0.601 -0.273
H -3.567 -3.939 -1.439
H -1.805 -3.834 -1.419
H -2.746 -2.739 -2.435
H -3.302 -3.500 1.976
H -2.522 -2.024 2.527
H -1.563 -3.292 1.763
H -5.349 -1.743 0.269
H -4.811 -0.658 -1.004
H -4.599 -0.221 0.702
H -0.489 -1.006 0.203
H -1.134 -0.433 -1.318
*
```

Summary:
HOMO-LUMO gap (spin up / spin down)	0.146 / 0.257	Eh

Need the Mulliken charges? In units of e they are: atom 1 (Ni): -0.34, atom 2 (C): -1.10, atom 3 (C): 0.18, atom 4 (N): -0.27, atom 5 (C): 0.30, atom 6 (C): 0.93, atom 7 (C): -0.35, atom 8 (C): -0.92, atom 9 (C): -0.92, atom 10 (C): 1.13, atom 11 (C): -0.86, atom 12 (C): -0.74, atom 13 (C): 0.29, atom 14 (N): -0.05, atom 15 (C): -0.37, atom 16 (H): 0.42, atom 17 (H): 0.20, atom 18 (H): 0.42, atom 19 (H): 0.39, atom 20 (H): 0.38, atom 21 (H): 0.40, atom 22 (H): 0.45, atom 23 (H): -0.10, atom 24 (C): -1.23, atom 25 (N): 0.31, atom 26 (C): -1.06, atom 27 (C): -0.25, atom 28 (N): 0.83, atom 29 (N): 0.63, atom 30 (C): -0.92, atom 31 (C): -1.33, atom 32 (H): 0.40, atom 33 (H): 0.35, atom 34 (H): 0.42, atom 35 (H): 0.40, atom 36 (H): 0.31, atom 37 (H): 0.27, atom 38 (H): 0.07, atom 39 (H): 0.06, atom 40 (H): 0.42, atom 41 (H): 0.32, atom 42 (H): 0.39, atom 43 (H): 0.45, atom 44 (H): 0.40, atom 45 (Br): -0.09, atom 46 (C): 0.47, atom 47 (C): -0.85, atom 48 (C): -0.26, atom 49 (C): -0.92, atom 50 (C): -0.47, atom 51 (N): 0.40, atom 52 (H): 0.53, atom 53 (H): 0.49, atom 54 (H): 0.48, atom 55 (H): 0.58, atom 56 (C): -1.16, atom 57 (Ge): 0.67, atom 58 (C): -1.10, atom 59 (C): -1.26, atom 60 (C): -1.61, atom 61 (H): 0.43, atom 62 (H): 0.33, atom 63 (H): 0.39, atom 64 (H): 0.45, atom 65 (H): 0.33, atom 66 (H): 0.33, atom 67 (H): 0.48, atom 68 (H): 0.27, atom 69 (H): 0.30, atom 70 (H): 0.69, atom 71 (H): 0.37

This record from OMol25 describes 2 unconnected molecules or ions with the total composition C3H5O2S2 at a distorted geometry. The level of theory is wB97M-V/def2-TZVPD.

ORCA input file:
```
! RIJCOSX wB97M-V def2-TZVPD def2/J DEFGRID3
* xyz -1 1
C 0.561 0.352 0.622
C 0.819 -0.332 -0.347
C 0.373 1.105 1.872
O -3.748 -1.707 0.699
O -2.477 0.117 1.742
S -2.834 0.437 -1.287
S -2.543 -0.864 0.628
H -2.694 -0.557 -2.133
H 0.728 -1.008 -1.189
H 0.710 0.663 2.804
H 0.826 2.069 1.806
H -0.714 1.170 1.952
*
```

Summary:
HOMO-LUMO gap	0.274	Eh
energy above the lowest of the compared OMol25 structures with the same formula, charge and spin	2.4416	eV

Need the natural (NBO) charges? In units of e they are: atom 1 (C): 0.04, atom 2 (C): -0.30, atom 3 (C): -0.72, atom 4 (O): -1.00, atom 5 (O): -1.03, atom 6 (S): -0.55, atom 7 (S): 1.49, atom 8 (H): 0.10, atom 9 (H): 0.23, atom 10 (H): 0.22, atom 11 (H): 0.21, atom 12 (H): 0.30

This record from OMol25 describes a molecular structure, C3H2ClNOS at a distorted geometry. The level of theory is wB97M-V/def2-TZVPD.

ORCA input file:
```
! RIJCOSX wB97M-V def2-TZVPD def2/J DEFGRID3
* xyz 0 1
C 0.546 -0.352 0.812
C -0.173 -1.380 0.324
C -0.627 0.678 -1.293
N 0.699 0.744 0.066
O -0.791 1.623 -1.969
S -1.038 -0.968 -1.162
Cl 0.912 2.216 0.800
H 0.999 -0.298 1.706
H -0.528 -2.262 0.717
*
```

Summary:
HOMO-LUMO gap	0.325	Eh
energy above the lowest of the compared OMol25 structures with the same formula, charge and spin	2.2364	eV

Need the natural (NBO) charges? In units of e they are: atom 1 (C): 0.01, atom 2 (C): -0.48, atom 3 (C): 0.50, atom 4 (N): -0.52, atom 5 (O): -0.48, atom 6 (S): 0.36, atom 7 (Cl): 0.16, atom 8 (H): 0.21, atom 9 (H): 0.24

This record from OMol25 describes C2H4N6 in the gas phase at a distorted geometry. The level of theory is wB97M-V/def2-TZVPD.

ORCA input file:
```
! RIJCOSX wB97M-V def2-TZVPD def2/J DEFGRID3
* xyz 0 1
N -2.199 -1.042 0.298
C -0.992 -0.307 -0.056
N -1.196 1.076 -0.223
N -0.190 1.780 -0.066
N 1.052 1.166 0.306
C 1.156 -0.206 0.043
N 2.337 -0.845 -0.087
N 0.043 -0.983 -0.283
H -3.040 -0.492 0.152
H -2.178 -2.065 -0.207
H 3.250 -0.452 0.203
H 2.056 -1.974 0.300
*
```

Summary:
HOMO-LUMO gap	0.354	Eh
SMILES	Nc1nnnc(N)n1
energy above the lowest of the compared OMol25 structures with the same formula, charge and spin	1.5891	eV

Need the natural (NBO) charges? In units of e they are: atom 1 (N): -0.81, atom 2 (C): 0.57, atom 3 (N): -0.28, atom 4 (N): 0.08, atom 5 (N): -0.41, atom 6 (C): 0.53, atom 7 (N): -0.78, atom 8 (N): -0.54, atom 9 (H): 0.39, atom 10 (H): 0.40, atom 11 (H): 0.42, atom 12 (H): 0.42

This record from OMol25 describes a molecular structure, C4H5NO at a distorted geometry. The level of theory is wB97M-V/def2-TZVPD.

ORCA input file:
```
! RIJCOSX wB97M-V def2-TZVPD def2/J DEFGRID3
* xyz 0 1
C -0.773 -0.701 1.628
C -0.006 -0.118 0.436
N -0.698 -0.063 -0.679
C 0.091 0.539 -1.602
C 1.311 0.956 -1.269
O 1.228 0.344 0.400
H -0.235 -0.794 2.572
H -1.148 -1.692 1.332
H -1.676 -0.097 1.790
H -0.249 0.727 -2.611
H 2.154 0.898 -1.997
*
```

Summary:
HOMO-LUMO gap	0.373	Eh
energy above the lowest of the compared OMol25 structures with the same formula, charge and spin	2.2860	eV

Need the natural (NBO) charges? In units of e they are: atom 1 (C): -0.67, atom 2 (C): 0.59, atom 3 (N): -0.55, atom 4 (C): -0.05, atom 5 (C): -0.01, atom 6 (O): -0.48, atom 7 (H): 0.23, atom 8 (H): 0.25, atom 9 (H): 0.25, atom 10 (H): 0.22, atom 11 (H): 0.24

This record from OMol25 describes C7H10 in the gas phase at a distorted geometry. The level of theory is wB97M-V/def2-TZVPD.

ORCA input file:
```
! RIJCOSX wB97M-V def2-TZVPD def2/J DEFGRID3
* xyz 0 1
C 1.563 -1.187 -0.135
C 0.351 -0.275 -0.019
C 0.361 0.796 1.069
C -0.711 1.514 0.285
C -1.572 0.465 -0.442
C -1.037 -0.907 -0.110
C -0.244 0.880 -0.982
H 1.578 -1.815 0.772
H 1.523 -1.871 -0.993
H 2.520 -0.651 -0.164
H 0.202 0.491 2.105
H 1.288 1.381 0.973
H -1.126 2.495 0.501
H -2.588 0.714 -0.736
H -1.412 -1.472 0.745
H -1.084 -1.512 -1.028
H 0.460 0.855 -1.778
*
```

Summary:
HOMO-LUMO gap	0.390	Eh
SMILES	C[C@]12C[C@@H]3[C@H](C1)[C@@H]32
energy above the lowest of the compared OMol25 structures with the same formula, charge and spin	3.1392	eV

Need the natural (NBO) charges? In units of e they are: atom 1 (C): -0.62, atom 2 (C): -0.01, atom 3 (C): -0.39, atom 4 (C): -0.22, atom 5 (C): -0.22, atom 6 (C): -0.39, atom 7 (C): -0.26, atom 8 (H): 0.22, atom 9 (H): 0.21, atom 10 (H): 0.21, atom 11 (H): 0.19, atom 12 (H): 0.20, atom 13 (H): 0.22, atom 14 (H): 0.22, atom 15 (H): 0.19, atom 16 (H): 0.20, atom 17 (H): 0.25

This record from OMol25 describes 2 unconnected molecules or ions with the total composition C9H19ClO9P2 at a distorted geometry. The level of theory is wB97M-V/def2-TZVPD.

ORCA input file:
```
! RIJCOSX wB97M-V def2-TZVPD def2/J DEFGRID3
* xyz 0 1
O 4.255 -3.492 5.682
P 4.335 -2.557 4.557
O 2.958 -2.484 3.670
C 2.764 -3.549 2.839
O 3.656 -4.145 2.330
O 1.479 -3.846 2.616
C 0.624 -3.752 3.760
C -0.021 -2.399 4.007
O -0.812 -2.285 4.883
Cl 0.409 -0.997 3.033
H 5.392 -2.802 3.676
H 4.445 -1.241 5.026
H -0.200 -4.442 3.582
H 1.125 -4.111 4.659
C 0.908 -0.631 -2.996
C 1.169 0.616 -2.171
O 0.038 1.493 -2.109
P -1.287 0.999 -1.299
O -0.914 1.026 0.132
O -2.242 2.315 -1.404
C -2.618 3.074 -0.256
C -1.615 4.171 0.039
O -2.031 0.242 -2.498
C -2.803 0.892 -3.524
C -2.067 1.930 -4.339
H 0.150 -1.265 -2.529
H 1.820 -1.220 -3.097
H 0.542 -0.370 -3.989
H 1.474 0.346 -1.156
H 1.979 1.191 -2.619
H -2.766 2.426 0.606
H -3.589 3.519 -0.481
H -0.591 3.800 0.015
H -1.803 4.611 1.019
H -1.682 4.959 -0.713
H -3.713 1.302 -3.091
H -3.118 0.088 -4.192
H -1.730 2.773 -3.742
H -2.734 2.319 -5.110
H -1.187 1.498 -4.819
*
```

Summary:
HOMO-LUMO gap	0.400	Eh
SMILES	O=[PH2]OC(=O)OCC(=O)Cl.CCOP(=O)(OCC)OCC
energy above the lowest of the compared OMol25 structures with the same formula, charge and spin	0.7790	eV

Need the natural (NBO) charges? In units of e they are: atom 1 (O): -1.07, atom 2 (P): 1.76, atom 3 (O): -0.79, atom 4 (C): 1.00, atom 5 (O): -0.56, atom 6 (O): -0.48, atom 7 (C): -0.19, atom 8 (C): 0.51, atom 9 (O): -0.49, atom 10 (Cl): -0.02, atom 11 (H): -0.07, atom 12 (H): -0.09, atom 13 (H): 0.24, atom 14 (H): 0.24, atom 15 (C): -0.64, atom 16 (C): -0.07, atom 17 (O): -0.81, atom 18 (P): 2.52, atom 19 (O): -1.02, atom 20 (O): -0.85, atom 21 (C): -0.05, atom 22 (C): -0.63, atom 23 (O): -0.83, atom 24 (C): -0.04, atom 25 (C): -0.64, atom 26 (H): 0.21, atom 27 (H): 0.22, atom 28 (H): 0.21, atom 29 (H): 0.18, atom 30 (H): 0.19, atom 31 (H): 0.19, atom 32 (H): 0.18, atom 33 (H): 0.22, atom 34 (H): 0.21, atom 35 (H): 0.20, atom 36 (H): 0.19, atom 37 (H): 0.19, atom 38 (H): 0.24, atom 39 (H): 0.22, atom 40 (H): 0.21

| no. | E_tot (eV) |
| --- | --- |
| 1 | -204082.951 |
| 2 | -28956.970 |
| 3 | -30035.829 |
| 4 | -11076.626 |
| 5 | -7764.241 |
| 6 | -7417.896 |
| 7 | -59170.724 |